a | This record from the OMol25 dataset describes 3 unconnected molecules or ions with the total composition C6H16N2O2. The level of theory is the ωB97M-V functional and the def2-TZVPD basis.

Output
Frontier orbital gap (eV): 9.53
M (g/mol): 148.21
Highest occupied orbital energy (eV): -8.80

```
! wB97M-V def2-TZVPD RIJCOSX def2/J DEFGRID3
* xyz 0 1
O -3.19300 -0.22864 0.89032
O 2.21249 -0.54573 0.21513
N 2.41950 0.82823 -1.69975
N 1.61375 -1.55675 -0.61714
C -2.01781 1.12051 -0.72440
C -1.98536 0.10000 0.38514
C 3.20795 1.58446 0.45444
C -0.94195 0.34467 1.44358
C 2.61194 0.57756 -0.48189
C -1.87751 -1.85519 -0.39204
H 4.17531 1.23787 0.82432
H -2.35983 2.07993 -0.32124
H 2.26160 -2.34032 -0.54990
H 0.70963 -1.74989 -0.18033
H -1.18148 -2.49621 -0.92047
H -3.42595 -1.17190 0.56568
H -0.93585 -0.46656 2.16961
H -1.22711 1.23463 2.01555
H -2.75108 0.83587 -1.47762
H -1.72184 -2.06750 0.65565
H 2.49478 1.78026 1.25466
H 0.02936 0.55340 1.00188
H 2.00467 0.01672 -2.16265
H -1.02888 1.21877 -1.16890
H 3.52497 2.47009 -0.08905
H -2.61831 -1.50428 -1.09059
*
```

b | This record from the OMol25 dataset describes 2 unconnected molecules or ions with the total composition C6H16N2O2. The level of theory is the ωB97M-V functional and the def2-TZVPD basis.

Output
Frontier orbital gap (eV): 9.70
M (g/mol): 148.21
Structure (SMILES): CC(=O)N(C)O.CC(C)N
Highest occupied orbital energy (eV): -8.97

```
! wB97M-V def2-TZVPD RIJCOSX def2/J DEFGRID3
* xyz 0 1
O 2.17849 0.96659 0.97507
O 1.18390 -2.30575 0.34068
N 1.61043 -0.99296 0.06104
N -0.37991 1.20099 0.27263
C 2.67495 -0.94183 -0.92477
C 0.75152 -0.48700 2.26764
C -2.77911 1.42604 -0.33338
C -1.18783 -0.03241 -1.64111
C 1.55242 -0.06297 1.05911
C -1.54169 0.52505 -0.26502
H -1.10513 0.77956 -2.36158
H -0.23344 -0.54467 -1.59910
H -3.63359 0.88112 -0.72956
H 3.52477 -1.55574 -0.61573
H 0.35517 -2.44501 -0.13740
H -3.03769 1.79277 0.65803
H -1.77060 -0.31173 0.41061
H 2.31177 -1.30481 -1.88333
H 0.68798 0.34539 2.95987
H -0.24592 -0.82599 1.98295
H -2.58957 2.28231 -0.97965
H -0.00976 1.87068 -0.39044
H 1.26144 -1.32308 2.74446
H 2.97883 0.09255 -1.00519
H -0.60243 1.69066 1.12443
H -1.95499 -0.71978 -1.99025
*
```

c | This record from the OMol25 dataset describes a molecular structure, C6H16N2O2. The level of theory is the ωB97M-V functional and the def2-TZVPD basis.

Output
Frontier orbital gap (eV): 8.99
M (g/mol): 148.21
Highest occupied orbital energy (eV): -8.23

```
! wB97M-V def2-TZVPD RIJCOSX def2/J DEFGRID3
* xyz 0 1
O -2.09828 -0.52500 1.48061
O -1.98798 0.47743 -1.72606
N -1.35719 -0.35984 -0.76548
N 0.33320 -0.07581 1.18547
C -1.47318 0.15280 0.67035
C -1.55939 1.67317 0.67549
C 1.63193 0.39404 0.21596
C 2.88787 -0.05675 0.93905
C -1.78781 -1.73435 -0.97513
C 1.42663 -0.12763 -1.14278
H -2.33515 -1.89725 -1.90388
H 0.40279 -1.07363 1.36594
H 3.76726 0.34376 0.43252
H -0.75786 2.12421 0.08643
H -1.26159 0.92288 -2.18585
H -1.49463 2.02001 1.70494
H 1.52071 1.47959 0.26519
H 1.89400 -1.09655 -1.30688
H 1.71108 0.57816 -1.91949
H 0.38602 0.39786 2.07942
H -2.42921 -2.10252 -0.18209
H -2.52670 1.97456 0.27921
H 2.90324 0.29680 1.97052
H -0.89988 -2.36503 -1.00580
H 2.96333 -1.14517 0.94369
H 0.14078 -0.27575 -1.18132
*
```

Preferred: b; penalty for the next structure: 2.095 eV.

a | This record from the OMol25 dataset describes a single C7H12P2 molecule. The level of theory is the ωB97M-V functional and the def2-TZVPD basis.

Output
Frontier orbital gap (spin up / spin down) (eV): 6.23 / 5.86
M (g/mol): 158.12
Highest occupied orbital energy (spin up / spin down) (eV): -7.44 / -7.28

```
! wB97M-V def2-TZVPD RIJCOSX def2/J DEFGRID3
* xyz 0 1
P -3.83952 -1.35813 2.98618
P -2.37290 -0.23221 -0.30025
C 0.75051 0.04115 -1.63482
C -1.24688 0.18117 2.80376
C 0.13344 1.12437 -0.74307
C -0.81655 0.55051 0.25750
C 1.58682 -0.94621 -0.83133
C -0.58630 0.60466 1.59872
C -2.38212 -0.46393 3.27147
H 1.37065 0.51802 -2.39615
H -0.05142 -0.49568 -2.14921
H -1.80218 -1.43550 -0.72947
H -2.34330 0.28757 -1.59678
H 1.98284 -1.72577 -1.47785
H -0.63833 0.50794 3.64523
H 0.92653 1.66783 -0.22400
H -2.37475 -0.44722 4.37380
H -0.40550 1.83632 -1.37529
H 2.42138 -0.43967 -0.35138
H 0.34986 1.09901 1.85425
H 0.98130 -1.41272 -0.05684
*
```

b | This record from the OMol25 dataset describes a single C7H12P2 molecule. The level of theory is the ωB97M-V functional and the def2-TZVPD basis.

Output
Frontier orbital gap (eV): 7.75
M (g/mol): 158.12
Structure (SMILES): CCC#CP(#CP)CC
Highest occupied orbital energy (eV): -8.26

```
! wB97M-V def2-TZVPD RIJCOSX def2/J DEFGRID3
* xyz 0 1
P -1.55682 0.30657 -0.01264
P -4.52898 0.97757 0.44467
C 0.23036 1.33549 -0.37614
C 2.77981 1.97909 0.14805
C 1.35550 1.58532 0.00384
C 3.74501 0.83453 -0.08254
C -3.18359 -0.10907 0.18012
C -1.33603 -2.46413 0.22299
C -0.61850 -1.23907 -0.44800
H 0.38565 -1.12063 0.03156
H -0.65078 -1.14262 -1.58576
H 2.84425 2.73389 -0.73948
H -1.07129 -3.21612 -0.45686
H 3.52252 0.13448 0.67826
H -2.34973 -2.33280 0.50925
H 3.01567 2.52819 0.96791
H 4.75501 1.20743 -0.19963
H -5.03922 0.45401 -0.62833
H -0.82269 -2.79414 1.13058
H 3.53959 0.36118 -0.99888
H -5.01577 -0.01914 1.21103
*
```

Preferred: a; penalty for the next structure: 3.588 eV.

a | This record from the OMol25 dataset describes 2 unconnected molecules or ions with the total composition C3H10NOS. The level of theory is the ωB97M-V functional and the def2-TZVPD basis.

Output
⟨S²⟩: 0.753
Frontier orbital gap (spin up / spin down) (eV): 9.81 / 6.64
M (g/mol): 108.19
Highest occupied orbital energy (spin up / spin down) (eV): -9.01 / -8.95

```
! wB97M-V def2-TZVPD RIJCOSX def2/J DEFGRID3
* xyz 0 2
S -1.46346 -1.15016 0.04298
O -0.08640 -1.97210 -2.64394
N 0.94846 2.85109 1.28880
C 0.35610 1.82591 0.46398
C 0.31729 -0.78637 0.68785
C 1.14907 0.46002 0.50181
H -0.72375 1.82309 0.73026
H 1.38498 2.49596 2.19154
H -0.23074 -1.91005 -1.73523
H 0.08285 -0.97670 1.76135
H 1.67341 3.58221 0.85564
H 1.96780 0.58434 1.27127
H 0.93572 -1.72279 0.32303
H 0.18014 2.16626 -0.54842
H 1.81544 0.39699 -0.38783
H -0.55321 -1.21492 -2.94122
*
```

b | This record from the OMol25 dataset describes 2 unconnected molecules or ions with the total composition C3H10NOS. The level of theory is the ωB97M-V functional and the def2-TZVPD basis.

Output
⟨S²⟩: 0.753
Frontier orbital gap (spin up / spin down) (eV): 9.56 / 6.27
M (g/mol): 108.19
Highest occupied orbital energy (spin up / spin down) (eV): -8.70 / -8.68

```
! wB97M-V def2-TZVPD RIJCOSX def2/J DEFGRID3
* xyz 0 2
S 2.20166 1.64429 0.01181
O 3.27945 -1.51230 0.67091
N -1.44348 -0.03554 -0.50255
C 0.61858 1.26281 -0.72651
C -2.35046 -0.78016 0.35264
C -0.26595 0.41052 0.12512
H -2.48757 -0.03776 1.25703
H -3.33464 -1.00119 -0.21611
H -1.89411 -1.70052 0.60106
H -1.89796 0.59052 -1.17639
H 4.26297 -1.33207 0.59206
H 0.60942 0.85807 -1.74101
H -0.03527 2.08776 -0.79656
H -0.44500 0.84079 1.10749
H 2.81197 -0.82977 0.09763
H 0.37039 -0.46544 0.34339
*
```

Preferred: b; penalty for the next structure: 0.248 eV.

a | This record from the OMol25 dataset describes a gas-phase ion, C5H9N4O (charge +1). The level of theory is the ωB97M-V functional and the def2-TZVPD basis.

Output
Frontier orbital gap (eV): 10.03
M (g/mol): 141.15
Structure (SMILES): COC1=[NH+]N=NC2(CC2)N1
Highest occupied orbital energy (eV): -13.90

```
! wB97M-V def2-TZVPD RIJCOSX def2/J DEFGRID3
* xyz 1 1
O 1.96290 -0.63341 -0.21629
N -0.23946 2.16237 0.02872
N -1.29381 1.69949 -0.22561
N -0.18710 -0.61314 -0.29231
N 0.85951 1.39042 0.32432
C 3.32024 -0.09824 -0.10655
C -1.46445 0.06383 -0.09621
C 0.91068 0.05179 0.05513
C -2.54511 -0.48419 0.81545
C -2.65086 -0.75499 -0.65502
H 1.61878 2.05992 0.49315
H -0.25509 -1.58933 -0.45168
H 3.46019 0.71596 -0.88443
H 3.91083 -0.92651 -0.32210
H -2.16042 -1.63214 -0.98128
H -3.07885 0.26722 1.27442
H 3.60945 -0.02502 0.94900
H -3.47539 -0.37931 -1.28269
H -2.30203 -1.27473 1.57398
*
```

b | This record from the OMol25 dataset describes a gas-phase ion, C5H9N4O (charge +1). The level of theory is the ωB97M-V functional and the def2-TZVPD basis.

Output
Frontier orbital gap (spin up / spin down) (eV): 7.31 / 7.31
M (g/mol): 141.15
Structure (SMILES): CC1=NN(C=O)[C@H](C)N=[NH+]1
Highest occupied orbital energy (spin up / spin down) (eV): -13.77 / -13.77

```
! wB97M-V def2-TZVPD RIJCOSX def2/J DEFGRID3
* xyz 1 1
O 1.19379 3.77091 -0.78607
N 0.26176 1.64798 -0.91967
N -1.37033 -0.42940 -0.34151
N -1.69853 0.59416 0.28788
N 0.40531 0.50874 -1.51862
C -0.76258 1.73773 0.20670
C -0.09957 -1.83413 -1.91359
C 1.20812 2.71773 -1.31042
C -0.00829 1.82321 1.52914
C -0.31995 -0.53103 -1.24441
H -1.97924 -1.24955 -0.21664
H 0.77449 1.06618 1.57472
H 0.29338 -2.56869 -1.21092
H 0.62061 -1.71120 -2.71677
H -1.02768 -2.22498 -2.32766
H -1.38097 2.63012 0.06046
H 0.44446 2.80880 1.61986
H 1.82555 2.33896 -2.12784
H -0.68565 1.67859 2.36826
*
```

Preferred: b; penalty for the next structure: 1.156 eV.